# 1
This record from OMol25 describes C4H3O5Tb as an isolated structure. The level of theory is ωB97M-V with the def2-TZVPD basis set.

```
13
C4H3O5Tb, DFT ωB97M-V with the def2-TZVPD basis set
O -4.28826 -1.86413 1.92593
C -3.15932 -2.15573 2.15294
C 0.64260 0.27918 -2.00445
C 1.11191 1.34739 -1.04672
O 1.67883 0.75352 0.11297
C 0.91083 -0.02262 0.85947
O -0.12719 -0.54802 0.35873
O 1.13519 -0.12062 2.09232
O -0.50904 0.23223 -2.38973
H 1.38194 -0.49554 -2.30137
H 0.25376 1.97837 -0.77318
H 1.85053 1.98718 -1.55083
Tb -0.88178 -1.37121 2.56392
```

- Multiplicity: 8
- Total charge: +1
- Total energy: -36860.280 eV
- Energy relative to the best compared isomer or geometry (same formula, charge and spin): 0.000 eV
- Gap between HOMO and LUMO (spin up / spin down): 6.749 / 6.805 eV

# 2
This record from OMol25 describes a 7-piece molecular cluster, C42H59F19N3O16 overall. The level of theory is ωB97M-V with the def2-TZVPD basis set.

```
139
C42H59F19N3O16, DFT ωB97M-V with the def2-TZVPD basis set
C -3.59841 1.03920 -2.31709
C -2.55264 1.46372 -1.34471
O -1.81799 2.40839 -1.55194
O -2.39873 0.72048 -0.19231
C -2.69254 1.44788 1.00354
C -1.47514 1.34305 1.96968
C -0.94904 -0.05628 1.90348
C -1.50870 -1.07030 2.68627
C -2.62447 -0.82087 3.64920
C -3.63657 -1.99263 3.78175
C -5.03319 -1.50498 3.47762
F -5.89994 -2.55655 3.51915
N -0.99772 -2.27202 2.55364
N -0.04699 -2.69402 1.76402
C 0.51813 -1.79474 1.00090
C 1.60888 -2.16900 0.02272
C 0.98492 -2.14064 -1.41470
C 1.58447 -3.11074 -2.45160
C 1.47341 -4.58876 -2.10826
C -0.00291 -5.04875 -2.18546
N -0.23488 -6.26298 -1.37502
C 0.08564 -0.44093 1.07418
C 0.76709 0.61166 0.22552
C 1.60828 1.56396 1.08521
O 1.47044 2.76771 1.03383
O 2.55489 1.02434 1.88807
H -3.79878 1.82873 -3.02628
H -3.22212 0.17419 -2.86510
H -4.51171 0.71287 -1.82701
H -3.52788 0.93036 1.46944
H -2.95174 2.48271 0.81393
H -1.83242 1.56277 2.96884
H -0.74363 2.07479 1.65972
H -3.16143 0.02471 3.23969
H -2.23929 -0.51916 4.61978
H -3.60216 -2.34035 4.80846
H -3.37063 -2.80895 3.11590
H -5.35613 -0.75916 4.20227
H -5.04988 -1.02639 2.49534
H -1.39434 -2.99305 3.14957
H 2.42525 -1.45818 0.10376
H 1.98465 -3.14965 0.28544
H 1.00612 -1.13985 -1.83386
H -0.06417 -2.39109 -1.26783
H 2.60056 -2.81415 -2.70247
H 1.01316 -2.95243 -3.36647
H 1.91669 -4.84269 -1.15162
H 2.01583 -5.16366 -2.85588
H -0.24039 -5.29728 -3.21777
H -0.67533 -4.25518 -1.87179
H -0.67213 -5.97059 -0.51539
H 0.65635 -6.69967 -1.20012
H 1.44207 0.18773 -0.50192
H 0.00501 1.23310 -0.22086
H 2.36684 0.09513 2.06329
C 4.08438 -5.21337 5.53307
C 3.79661 -6.54364 4.87575
O 2.59500 -6.47139 4.07445
C 2.73977 -5.99303 2.85383
O 3.75192 -5.61597 2.34444
C 1.39106 -6.02089 2.12403
F 0.37338 -5.58480 2.88531
F 1.07604 -7.25664 1.73242
F 1.40129 -5.24843 1.03751
H 3.22339 -4.88234 6.11194
H 4.94327 -5.29404 6.19656
H 4.29256 -4.44414 4.78840
H 3.60704 -7.30407 5.62963
H 4.63436 -6.88562 4.27082
C 3.20569 5.48591 0.83003
C 3.85178 4.67261 -0.26909
O 4.74963 5.47909 -1.05376
C 5.97114 5.63576 -0.56538
O 6.39239 5.17503 0.45175
C 6.80946 6.47983 -1.53735
F 6.11638 7.52733 -1.99951
F 7.18241 5.73990 -2.58870
F 7.90408 6.94043 -0.94770
H 2.70850 6.36483 0.41686
H 2.47490 4.88450 1.36194
H 3.94986 5.84132 1.54357
H 3.09225 4.31079 -0.95964
H 4.37036 3.80232 0.13261
C 1.23082 2.23274 -4.68549
C -0.24600 1.92586 -4.61421
O -0.63969 0.99159 -5.64278
C -0.45476 -0.28256 -5.35276
O -0.00932 -0.72166 -4.33052
C -0.95584 -1.15872 -6.50937
F -0.57872 -0.68566 -7.69563
F -2.29935 -1.20643 -6.49748
F -0.50162 -2.40185 -6.41309
H 1.50018 2.59536 -5.67620
H 1.49327 2.98269 -3.95049
H 1.82830 1.33938 -4.49530
H -0.82455 2.83044 -4.79081
H -0.52963 1.54420 -3.63841
C 2.66215 9.36386 -2.65576
C 1.17399 9.09148 -2.61525
O 0.77273 8.24660 -3.71490
C 0.93742 6.95130 -3.53859
O 1.37941 6.40227 -2.57332
C 0.43577 6.16814 -4.75966
F 0.81397 6.71404 -5.91244
F -0.90324 6.09858 -4.76557
F 0.90984 4.91911 -4.71196
H 2.94623 9.78589 -3.61980
H 2.94001 10.06403 -1.86918
H 3.23432 8.44553 -2.51988
H 0.61479 10.01656 -2.73456
H 0.87259 8.64581 -1.66835
C -1.19390 -5.24827 9.95219
C -0.11839 -5.67811 10.92554
O 1.12302 -5.93839 10.24159
C 1.88378 -4.88463 9.99232
O 1.64094 -3.74966 10.27091
C 3.18472 -5.33855 9.31372
F 2.95092 -6.25083 8.35830
F 4.01350 -5.88582 10.20473
F 3.81800 -4.31476 8.74790
H -1.31016 -5.99001 9.16111
H -2.14600 -5.13060 10.46769
H -0.93600 -4.30061 9.47854
H -0.39427 -6.61453 11.40459
H 0.03098 -4.93948 11.71116
C -4.78489 0.61456 -6.86099
C -5.24336 1.59182 -5.80157
O -6.13009 2.58155 -6.34667
C -7.40503 2.22365 -6.44389
O -7.86714 1.17194 -6.12217
C -8.23221 3.39415 -6.99645
F -7.61332 3.99102 -8.01741
F -8.42586 4.31091 -6.03902
F -9.41877 2.97961 -7.41755
H -4.33236 1.14538 -7.69907
H -4.05673 -0.07816 -6.44918
H -5.62356 0.04106 -7.25519
H -4.39101 2.14469 -5.40753
H -5.71940 1.08042 -4.96435
```

- Total charge: +1
- Total energy: -133369.291 eV
- Gap between HOMO and LUMO: 6.589 eV

# 3
This record from OMol25 describes a 2-piece molecular cluster, C2H6ClFSi overall. The level of theory is ωB97M-V with the def2-TZVPD basis set.

```
11
C2H6ClFSi, DFT ωB97M-V with the def2-TZVPD basis set
C -0.95391 1.03436 0.34665
C 0.86857 -1.79229 -0.15247
F 0.82176 2.63032 1.08770
Si -0.23865 -0.18261 -0.78820
Cl -0.29295 0.51662 -2.69057
H -1.20366 0.39328 1.34640
H -0.13186 1.71367 0.80312
H -1.82107 1.66279 0.16664
H 1.70771 -1.29881 0.25569
H 0.21229 -2.24105 0.57812
H 1.03176 -2.43627 -0.95308
```

- Total charge: 0
- Total energy: -25287.054 eV
- Energy relative to the best compared isomer or geometry (same formula, charge and spin): 5.519 eV
- Gap between HOMO and LUMO: 7.335 eV

# 4
This record from OMol25 describes CH4O2SSi as an isolated structure. The level of theory is ωB97M-V with the def2-TZVPD basis set.

```
9
CH4O2SSi, DFT ωB97M-V with the def2-TZVPD basis set
C 0.05874 0.82063 0.12693
O -0.30593 0.75924 2.79106
O -0.65581 -1.35944 1.48883
Si 0.21023 -0.30071 -1.28595
S -0.27562 0.05496 1.51812
H 0.47469 2.12136 0.26566
H -1.13124 -0.91200 -1.89874
H 0.68539 -1.48136 -0.55038
H 0.93956 0.29732 -2.45554
```

- Total charge: 0
- Total energy: -23905.854 eV
- Energy relative to the best compared isomer or geometry (same formula, charge and spin): 2.498 eV
- Gap between HOMO and LUMO: 9.861 eV

# 5
This record from OMol25 describes C20H37F4N2Si2TeZr as an isolated structure. The level of theory is ωB97M-V with the def2-TZVPD basis set.

```
67
C20H37F4N2Si2TeZr, DFT ωB97M-V with the def2-TZVPD basis set
Zr -11.80470 9.21193 7.94669
C -12.95220 7.21561 7.43368
C -12.44361 6.70523 8.85756
N -11.39663 7.58027 9.45174
C -9.95665 7.03357 9.58632
C -9.22720 6.56951 8.30079
C -11.69539 8.23587 10.73238
C -13.03520 9.03589 10.73842
N -13.12378 9.81646 9.55187
C -14.21315 10.56492 9.19156
C -14.07925 11.39292 8.03351
F -13.03260 10.94279 7.12881
C -14.91636 12.36996 7.62676
F -14.77501 13.06065 6.45432
C -16.01506 12.61279 8.45608
C -16.31903 11.73241 9.53080
F -17.44633 11.95331 10.24993
C -15.44528 10.73020 9.82765
F -15.78866 9.77962 10.76137
H -13.08451 6.34691 6.78316
H -12.20831 7.70724 6.72358
H -13.92629 7.68536 7.47714
H -11.98520 5.67044 8.79899
H -13.30625 6.65689 9.52351
H -10.01902 6.23898 10.37414
H -9.34588 7.81461 10.11476
H -9.64093 5.67466 7.81378
H -8.20796 6.20284 8.62994
H -9.09649 7.32098 7.55333
H -10.88620 8.86752 11.18981
H -11.83898 7.41701 11.46506
H -13.01356 9.61871 11.68178
H -13.84972 8.37753 10.82030
H -16.64204 13.50014 8.28877
C -9.18118 12.46698 3.84381
Si -10.84000 12.17027 4.80741
C -11.23623 13.46354 6.12369
C -12.40549 12.18989 3.77535
C -10.55585 10.42404 5.71010
Te -9.34496 10.50729 7.75794
C -7.33454 9.64165 7.39723
Si -6.21374 9.08513 5.96738
C -5.95526 10.23808 4.56820
C -4.65019 8.97970 7.11978
C -6.92199 7.41206 5.35319
H -9.25958 13.46310 3.42968
H -9.13181 11.76987 2.99255
H -8.30706 12.40176 4.52111
H -11.40286 14.45363 5.66687
H -10.49655 13.61668 6.89958
H -12.18707 13.16407 6.59259
H -12.62467 13.21505 3.49981
H -13.26064 11.81490 4.32662
H -12.29956 11.59300 2.88473
H -9.87900 9.90332 5.06364
H -11.50814 9.84054 5.77502
H -7.23547 8.77926 8.00905
H -6.60517 10.28636 7.87914
H -4.93461 9.95787 4.18507
H -5.97363 11.33564 4.76821
H -6.61817 10.09760 3.71569
H -4.93044 8.30913 7.94128
H -4.32977 9.98563 7.47817
H -3.82708 8.54725 6.51188
H -6.21806 6.88875 4.69310
H -7.87549 7.62229 4.84659
H -7.09035 6.68702 6.14435
```

- Total charge: +3
- Total energy: -59489.387 eV
- Gap between HOMO and LUMO (spin up / spin down): 5.703 / 5.702 eV

# 6
This record from OMol25 describes C2HI5S as an isolated structure. The level of theory is ωB97M-V with the def2-TZVPD basis set.

```
9
C2HI5S, DFT ωB97M-V with the def2-TZVPD basis set
C 1.60891 0.83386 0.60686
C 2.15052 0.98859 -0.62341
S 0.17754 0.04941 1.13552
I 2.95627 1.15710 2.17412
I 5.23110 -0.53393 -0.81871
I 0.75935 0.68651 -2.30651
I 3.90257 1.92583 -1.25725
I 2.05665 4.18438 -1.42670
H -0.16394 -0.56716 -0.03761
```

- Total charge: 0
- Total energy: -53426.592 eV
- Energy relative to the best compared isomer or geometry (same formula, charge and spin): 1.023 eV
- Gap between HOMO and LUMO (spin up / spin down): 7.028 / 7.028 eV

# 7
This record from OMol25 describes C22H23NO6 in the gas phase. The level of theory is ωB97M-V with the def2-TZVPD basis set.

```
52
C22H23NO6, DFT ωB97M-V with the def2-TZVPD basis set
C -5.78939 -2.05860 1.07245
C -4.33637 -1.60348 1.01283
C -4.20298 -0.11534 1.32814
C -2.74097 0.34622 1.32843
C -2.16775 0.23901 -0.06899
O -2.50314 0.97976 -0.97099
N -1.25882 -0.76888 -0.20305
C -0.50710 -1.11369 -1.31491
C -0.87824 -0.74012 -2.60640
C -0.11466 -1.11704 -3.69215
C 1.03878 -1.87045 -3.52092
C 1.43453 -2.22753 -2.24968
C 0.67701 -1.86125 -1.13776
C 1.17822 -2.12888 0.21737
O 0.50359 -2.13140 1.23062
O 2.51043 -2.28493 0.25783
C 3.08218 -2.09409 1.54148
C 2.67454 -0.74743 2.16378
O 2.70233 -0.59619 3.35947
C 2.23126 0.29664 1.21308
C 2.80252 0.45412 -0.05143
C 2.33570 1.43088 -0.90336
C 1.27991 2.25633 -0.53003
C 0.67523 2.08000 0.72341
C 1.17443 1.12110 1.59129
O -0.39402 2.82942 1.12144
C -0.99797 3.57055 0.07517
C 0.07109 4.21994 -0.79737
O 0.88521 3.23087 -1.39416
H -6.39089 -1.50686 0.35344
H -5.86804 -3.11878 0.84418
H -6.20199 -1.88955 2.06481
H -3.74589 -2.18033 1.72873
H -3.93644 -1.80112 0.01560
H -4.75483 0.46540 0.58624
H -4.63872 0.08748 2.30871
H -2.69571 1.39487 1.62790
H -2.15938 -0.24636 2.03492
H -0.96240 -1.24853 0.64602
H -1.76991 -0.15129 -2.74220
H -0.42423 -0.82416 -4.68415
H 1.62669 -2.16759 -4.37554
H 2.33455 -2.80166 -2.09469
H 2.77900 -2.88786 2.23267
H 4.16474 -2.12899 1.39990
H 3.63190 -0.16223 -0.35914
H 2.77881 1.58314 -1.87424
H 0.71942 1.00091 2.56154
H -1.62384 4.32268 0.55746
H -1.61890 2.90889 -0.54168
H -0.37691 4.78536 -1.61500
H 0.69357 4.88546 -0.18329
```

- Total charge: 0
- Total energy: -36963.289 eV
- SMILES: CCCCC(=O)Nc1ccccc1C(=O)OCC(=O)c1ccc2c(c1)OCCO2
- Energy relative to the best compared isomer or geometry (same formula, charge and spin): 1.296 eV
- Gap between HOMO and LUMO: 8.755 eV

# 8
This record from OMol25 describes C16H22AlBrIO6 as an isolated structure. The level of theory is ωB97M-V with the def2-TZVPD basis set.

```
47
C16H22AlBrIO6, DFT ωB97M-V with the def2-TZVPD basis set
C 0.84617 1.21892 -0.53624
C 0.55513 -0.34009 -0.34033
C 1.80896 -1.28256 -0.45513
C 1.73900 -2.82491 -0.25526
C 0.33630 -3.41713 0.05361
C -0.90614 -2.49325 0.16853
C -0.86773 -0.93902 -0.01306
C -2.12597 0.02140 0.14806
Al -3.83768 -0.61847 -0.76399
Br -5.46416 1.18848 -0.43214
I -4.91739 -2.74284 0.27565
H 0.00656 1.90683 -0.19497
H 1.77778 1.52434 0.07983
H 1.15132 1.37285 -1.63854
H 2.85151 -0.85118 -0.65909
H 2.65105 -3.51700 -0.30470
H 0.22188 -4.54258 0.23488
H -1.89555 -3.00564 0.43168
H -1.86930 1.04426 -0.32841
H -2.29955 0.25711 1.26906
H -3.66347 -0.72393 -2.33387
C -0.80982 5.03517 -3.04206
C -0.76630 3.61397 -3.55898
C -1.28825 3.46643 -4.95867
O -1.71855 2.11167 -4.97716
C -2.06331 1.79986 -3.69247
O -2.65266 0.81207 -3.36915
O -1.64743 2.76995 -2.82513
H -1.82965 5.42931 -3.05802
H -0.47615 5.07230 -2.00190
H -0.16948 5.68951 -3.63854
H 0.24731 3.20826 -3.46167
H -0.51931 3.64189 -5.71326
H -2.15153 4.10593 -5.17076
C 0.62407 -2.03885 4.04839
C 2.10533 -2.12267 3.75470
C 2.83524 -3.10107 4.62501
O 4.15844 -2.57640 4.61943
C 4.03744 -1.23047 4.43164
O 4.93119 -0.44422 4.57088
O 2.76670 -0.89736 4.06873
H 0.44396 -1.75508 5.08958
H 0.15624 -1.26978 3.42865
H 0.13065 -2.99339 3.85258
H 2.26717 -2.32924 2.69076
H 2.81508 -4.11528 4.22292
H 2.47489 -3.11806 5.65896
```

- Total charge: -1
- Total energy: -113976.147 eV
- Gap between HOMO and LUMO: 7.549 eV